1.
Below is one molecule with the formula C14H11F3N2O2 in a non-equilibrium geometry, with properties calculated with ωB97M-V/def2-TZVPD.

Output
* SMILES: N#C/C(C(=O)Nc1ccc(C(F)(F)F)cc1)=C1/CCOC1
* total energy: -29922.2698 eV
* LUMO level: -0.363 eV
* relative energy (zero: lowest compared OMol25 entry of this formula, charge and spin): 3.513 eV

Atoms and positions in Å:
N: 3.52322 1.75830 2.32672
C: 2.81303 1.62575 1.39819
C: 1.87603 1.54796 0.37169
C: 0.62209 0.70988 0.67736
O: -0.45703 1.29524 0.76088
N: 0.73194 -0.71749 0.81577
C: -0.38910 -1.55972 0.81346
C: -1.34827 -1.57186 1.85109
C: -2.34745 -2.52068 1.86193
C: -2.49826 -3.41508 0.77700
C: -3.73818 -4.31019 0.71197
F: -3.41186 -5.22191 1.59197
F: -4.79423 -3.48464 1.05416
F: -3.94335 -4.81213 -0.51350
C: -1.52056 -3.40321 -0.25066
C: -0.47966 -2.49683 -0.20613
C: 1.87083 2.47828 -0.67230
C: 0.79962 2.76647 -1.68498
C: 1.52923 3.70905 -2.67358
O: 2.30277 4.53281 -1.79340
C: 2.76695 3.71749 -0.70687
H: 1.62619 -1.14447 0.55331
H: -1.19316 -0.86838 2.68111
H: -2.97093 -2.62933 2.70820
H: -1.53175 -4.03320 -1.19994
H: 0.25921 -2.33596 -0.94278
H: -0.02291 3.13383 -0.98529
H: 0.35451 1.97260 -2.23086
H: 2.14011 3.13818 -3.35824
H: 0.85775 4.37897 -3.24951
H: 3.82748 3.52955 -0.81686
H: 2.74573 4.23071 0.33006

Atomic partial charges in e from the Löwdin method, atoms 1 to 5: 0.17, -0.21, -0.12, -0.35, 0.08

---

2.
Below is a 9-piece molecular cluster, C39H48N6O3 overall in a non-equilibrium geometry, with properties calculated with ωB97M-V/def2-TZVPD.

Output
* total energy: -56300.6586 eV
* total charge: -1
* LUMO level (spin up / spin down): 2.123 / 2.123 eV
* multiplicity: 2

Atoms and positions in Å:
N: 2.35054 2.31448 -0.39287
C: 2.93365 2.16384 0.83061
C: 3.75834 3.17506 1.34996
C: 4.06299 4.29898 0.55647
C: 3.47607 4.47678 -0.71716
C: 2.71104 3.37926 -1.14630
H: 2.87292 1.19736 1.30876
H: 4.32644 3.00171 2.25196
H: 4.60628 5.14423 0.95242
H: 3.75127 5.25729 -1.41103
H: 2.39097 3.39774 -2.17760
N: -3.54402 5.35756 0.03843
C: -3.16675 4.27602 -0.76768
C: -3.11406 2.93665 -0.32899
C: -3.28362 2.67161 1.02790
C: -3.75389 3.70097 1.85784
C: -3.89741 4.98335 1.27629
H: -3.17984 4.55121 -1.81195
H: -2.77740 2.21309 -1.05670
H: -3.04376 1.71120 1.45972
H: -3.86904 3.58155 2.92502
H: -4.23643 5.76489 1.94013
N: 2.92016 -5.07157 0.13548
C: 2.97492 -3.92710 0.93471
C: 3.42161 -2.70728 0.26441
C: 3.48203 -2.63914 -1.05616
C: 3.14518 -3.75312 -1.85031
C: 2.80105 -4.92887 -1.20899
H: 2.73210 -3.97508 1.98597
H: 3.60024 -1.86655 0.91837
H: 3.72686 -1.62343 -1.32960
H: 3.05693 -3.58497 -2.91349
H: 2.57665 -5.83126 -1.75829
N: -1.35346 4.20411 4.62154
C: -0.42790 4.46900 3.65850
C: 0.24066 3.48142 2.96629
C: 0.14699 2.14713 3.40770
C: -0.87090 1.88068 4.37336
C: -1.58344 2.91544 4.95442
H: -0.11559 5.48956 3.49320
H: 0.97306 3.78239 2.23185
H: 0.63290 1.38529 2.81617
H: -1.01265 0.83071 4.58282
H: -2.37764 2.71060 5.65706
N: -5.54473 -0.18776 2.65865
C: -5.34771 -0.64870 1.38360
C: -4.20448 -1.43630 1.02858
C: -3.27176 -1.62897 2.09609
C: -3.46810 -1.16823 3.35538
C: -4.70739 -0.51362 3.62891
H: -6.06525 -0.32703 0.64330
H: -3.85657 -1.69610 0.03971
H: -2.39474 -2.19895 1.82709
H: -2.79975 -1.40182 4.17093
H: -4.99084 -0.08873 4.58050
N: 1.13526 -1.31206 2.99784
C: 1.82644 -1.34558 4.16602
C: 2.04190 -2.49048 4.96429
C: 1.44724 -3.71023 4.54563
C: 0.63484 -3.69983 3.40422
C: 0.54914 -2.52273 2.64022
H: 2.23578 -0.37399 4.40018
H: 2.57568 -2.28914 5.88132
H: 1.59033 -4.57437 5.17745
H: 0.14502 -4.64709 3.23337
H: 0.05744 -2.49190 1.67913
C: 0.81668 -0.32960 -1.40217
C: -0.64596 -0.16705 -1.20113
O: -1.45836 -0.00304 -2.08929
C: -0.98496 0.01139 0.22776
H: 1.37005 -0.40414 -0.46605
H: 1.13538 0.56818 -1.93181
H: 0.93222 -1.24461 -1.98312
H: -0.49426 0.89444 0.63706
H: -0.70560 -0.83403 0.85649
H: -2.06620 0.11637 0.31720
C: 3.38839 -0.42434 -7.08617
C: 2.49394 -0.84831 -5.89281
O: 2.61001 -1.97748 -5.41512
C: 1.39159 0.06589 -5.54437
H: 3.73987 -1.36073 -7.51946
H: 4.25819 0.15846 -6.78299
H: 2.99746 0.13991 -7.93286
H: 0.71503 0.14058 -6.39572
H: 1.69585 1.09865 -5.37430
H: 0.84761 -0.16505 -4.62848
C: -2.82094 -2.32833 -3.92208
C: -1.73433 -2.37753 -4.99035
O: -1.75987 -1.77768 -6.04681
C: -0.70780 -3.40245 -4.52926
H: -3.08732 -1.33423 -3.56305
H: -2.42447 -2.86208 -3.05836
H: -3.81546 -2.67220 -4.20632
H: -0.28515 -3.02656 -3.59751
H: 0.05382 -3.42699 -5.30863
H: -1.10722 -4.41661 -4.52295

Atomic partial charges in e from the Löwdin method, atoms 1 to 5: 0.06, -0.13, -0.07, -0.08, -0.06

---

3.
Below is C7H7FOS as an isolated structure in a non-equilibrium geometry, with properties calculated with ωB97M-V/def2-TZVPD.

Output
* total energy: -22967.3738 eV
* LUMO level (spin up / spin down): -0.630 / -0.630 eV
* relative energy (zero: lowest compared OMol25 entry of this formula, charge and spin): 3.296 eV

Atoms and positions in Å:
C: 2.42609 -0.85792 0.34349
C: 2.80042 0.39754 0.49920
C: -2.37629 0.60939 -0.49715
C: -2.81256 -0.29327 0.32779
C: -0.84594 0.95393 -0.46180
C: 0.96631 -1.07155 -0.01212
C: 0.42971 0.27361 -0.00852
O: -0.57420 2.21374 -0.17396
F: -4.08864 -0.74480 0.41041
S: 1.42585 1.57245 0.28371
H: 3.03347 -1.79364 0.38683
H: 3.88090 0.67339 0.64396
H: -2.98746 1.37098 -0.92150
H: -2.15692 -0.67673 0.98499
H: -0.40487 0.66059 -1.55703
H: 0.76106 -1.57706 -0.90970
H: 0.52308 -1.71065 0.66140

Atomic partial charges in e from the Löwdin method, atoms 1 to 5: -0.17, -0.32, 0.02, -0.14, -0.53

---

4.
Below is a 2-piece molecular cluster, C6H11NO overall in a non-equilibrium geometry, with properties calculated with ωB97M-V/def2-TZVPD.

Output
* total energy: -9933.1238 eV
* LUMO level: -1.263 eV
* relative energy (zero: lowest compared OMol25 entry of this formula, charge and spin): 5.331 eV

Atoms and positions in Å:
C: 0.87380 -0.73524 1.60358
N: 0.43217 -0.65322 0.17474
C: -0.38216 -1.74488 -0.26693
C: -0.96804 -1.26367 -1.53199
C: -1.17309 0.25195 -1.24987
C: -0.15058 0.54116 -0.17452
C: 0.42148 1.81963 0.14511
O: 1.24928 2.11667 0.98077
H: 1.09978 -1.79088 1.80229
H: 1.87052 -0.29448 1.71176
H: 0.08423 -0.12706 2.06023
H: 0.27177 -2.63013 -0.26587
H: -1.17157 -1.88565 0.52997
H: -0.38535 -1.40695 -2.44099
H: -1.98030 -1.60584 -1.77096
H: -1.00803 0.94208 -2.09342
H: -2.16585 0.38274 -0.79845
H: -1.76687 -0.19276 1.47257
H: -0.14534 2.66151 -0.32254

Atomic partial charges in e from the Löwdin method, atoms 1 to 5: -0.04, -0.15, -0.22, -0.16, -0.15

---

5.
Below is an isolated ion of composition C5H9O2Si and charge -1 in a non-equilibrium geometry, with properties calculated with ωB97M-V/def2-TZVPD.

Output
* SMILES: C=C[Si](C)(C)C(=O)[O-]
* total energy: -17303.6238 eV
* total charge: -1
* LUMO level: 3.963 eV
* relative energy (zero: lowest compared OMol25 entry of this formula, charge and spin): 1.138 eV

Atoms and positions in Å:
C: -2.20148 0.43413 -0.53204
C: -1.26523 -0.44532 -0.05468
Si: 0.21419 0.12590 0.96860
C: 1.03719 1.25013 -0.36366
C: 1.68659 -1.18270 1.03014
C: 0.03956 1.53190 2.51218
O: -1.05913 1.88801 2.94829
O: 1.13278 2.01458 2.69989
H: -3.08851 0.00937 -1.12791
H: -2.07334 1.54158 -0.84348
H: -1.67729 -1.50865 0.02837
H: 0.48245 1.28748 -1.23982
H: 1.19442 2.16546 0.13793
H: 1.91813 0.81759 -0.83345
H: 1.67271 -2.17486 1.53440
H: 1.88619 -1.35123 -0.05137
H: 2.45562 -0.57621 1.55251

Atomic partial charges in e from the Löwdin method, atoms 1 to 5: -0.13, -0.29, 0.67, -0.20, -0.23

---

6.
Below is a 2-piece molecular cluster, H4O2 overall in a non-equilibrium geometry, with properties calculated with ωB97M-V/def2-TZVPD.

Output
* SMILES: O.O
* total energy: -4159.3380 eV
* LUMO level: 0.731 eV
* relative energy (zero: lowest compared OMol25 entry of this formula, charge and spin): 0.601 eV

Atoms and positions in Å:
O: 0.06186 -1.27736 0.99184
H: 0.88979 -1.03801 1.66778
H: 0.26013 -0.55914 0.45891
O: -0.25645 0.78195 -0.76673
H: -1.16872 1.03060 -0.80888
H: 0.21340 1.06195 -1.54291

Atomic partial charges in e from the Löwdin method, atoms 1 to 5: -0.11, 0.14, -0.09, -0.02, 0.05

---

7.
Below is one molecule with the formula C18H19N3O in a non-equilibrium geometry, with properties calculated with ωB97M-V/def2-TZVPD.

Output
* SMILES: C[C@@H]1CC[C@H](C)N1c1ccc(-c2cc3ccccc3o2)nn1
* total energy: -25490.8602 eV
* LUMO level: 0.339 eV
* relative energy (zero: lowest compared OMol25 entry of this formula, charge and spin): 2.888 eV

Atoms and positions in Å:
C: 4.02938 -1.23417 -0.99931
C: 2.93526 -2.26276 -0.72388
C: 3.28428 -3.60464 -1.29929
C: 1.96077 -4.13381 -1.79810
C: 1.13126 -2.89456 -2.18102
C: 1.39341 -2.45286 -3.61414
N: 1.70551 -1.83087 -1.30890
C: 0.84967 -0.89444 -0.68716
C: -0.31580 -0.47984 -1.33452
C: -1.17116 0.40810 -0.67095
C: -0.79672 0.87340 0.61278
C: -1.62564 1.78613 1.37528
C: -2.75305 2.46414 0.89229
C: -3.23169 3.28443 2.01228
C: -4.29167 4.17746 2.09374
C: -4.48111 4.84888 3.29467
C: -3.61193 4.64730 4.38127
C: -2.54326 3.78743 4.23674
C: -2.34033 3.09622 3.03578
O: -1.33820 2.21322 2.65632
N: 0.36461 0.46314 1.14347
N: 1.19053 -0.39816 0.51304
H: 5.00109 -1.59333 -0.57819
H: 3.80488 -0.27401 -0.55174
H: 4.14667 -1.01950 -2.07627
H: 2.87227 -2.34575 0.35811
H: 3.96515 -3.50501 -2.13604
H: 3.70606 -4.22533 -0.50647
H: 2.07714 -4.80219 -2.68643
H: 1.44996 -4.72571 -1.00395
H: 0.08295 -3.13963 -1.97692
H: 2.47745 -2.35648 -3.80008
H: 0.99240 -3.19179 -4.31420
H: 0.91672 -1.48284 -3.82769
H: -0.57472 -0.83499 -2.31814
H: -2.14292 0.67461 -1.09960
H: -3.12194 2.39308 -0.13366
H: -4.95113 4.27832 1.22195
H: -5.34821 5.46057 3.41764
H: -3.80255 5.18166 5.29456
H: -1.89537 3.64458 5.08673

Atomic partial charges in e from the Löwdin method, atoms 1 to 5: -0.05, -0.39, -0.15, -0.14, -0.32

---

Which formula does entry 1 have?
C14H11F3N2O2

---

What is the formula in the third record?
C7H7FOS

---

total energy of number 4 (C6H11NO)?
-9933.1238 eV